No. 1
Formula: C3H6NO3P
Source: OMol25
Level of theory: ωB97M-V with the def2-TZVPD basis set

The geometry in XYZ format:
```
14
Properties=species:S:1:pos:R:3:forces:R:3
C 2.081375 -0.536064 -0.182105 0.2 -0.1 -0.3
C 1.888193 0.727634 0.189655 0.1 -0.1 0.1
O 0.693654 1.415057 0.185388 0.0 0.4 -1.0
C -0.297437 0.951209 -0.647171 -0.3 0.3 -0.2
O -0.153038 0.775910 -1.815621 0.2 -0.5 0.0
N -1.503622 0.754472 0.041741 0.6 0.1 0.3
P -1.999816 -0.847025 0.334786 -0.8 0.1 0.4
O -2.736801 -0.949282 1.603389 0.0 0.0 0.1
H 1.657564 -0.983190 -1.071695 -1.0 -0.3 0.6
H 2.770054 -1.129563 0.403869 0.9 0.3 -0.7
H 2.698652 1.370876 0.503504 -0.3 -0.2 1.2
H -1.489005 1.247348 0.931468 -0.1 -0.1 0.1
H -2.773525 -1.165064 -0.787032 0.3 -0.1 -0.2
H -0.836248 -1.632319 0.309825 0.1 0.0 -0.4
```
Forces are in eV/Å.

- HOMO level: -9.52 eV
- Lowest unoccupied orbital energy: 0.484 eV
- Net charge: 0
- SMILES string: C=COC(=O)N[PH2]=O

No. 2
Formula: C3H6NO4
Source: OMol25
Level of theory: ωB97M-V with the def2-TZVPD basis set

The geometry in XYZ format:
```
14
Properties=species:S:1:pos:R:3:forces:R:3
C 2.859761 -0.244552 0.254945 -0.5 1.6 1.8
C -0.021899 -0.904335 0.476135 -0.4 -1.6 -0.1
C -1.249671 0.708601 -0.644153 -1.6 -1.2 0.0
N -1.301911 -0.309556 0.098452 0.5 -0.4 0.9
O 3.356145 -0.959771 -0.580435 1.0 -1.4 -2.0
O 2.768189 -0.321570 1.468594 -0.2 0.1 0.6
O 2.494806 1.023657 -1.668321 -1.4 2.2 0.0
O 2.254253 0.990272 -0.257451 0.3 -0.2 0.4
H 0.711341 -0.666003 -0.266028 0.4 -0.4 -0.7
H 0.366587 -0.388887 1.332077 0.0 0.0 0.8
H -0.045415 -2.048003 0.695413 -0.3 2.1 -0.5
H -0.400732 1.049560 -1.193234 0.9 0.5 -0.1
H -2.246169 1.083234 -0.833674 0.0 0.8 -0.4
H 2.984207 0.220157 -1.676766 1.3 -2.2 -0.8
```
Forces are in eV/Å.

- HOMO level: -5.18 eV
- Lowest unoccupied orbital energy: 4.009 eV
- Net charge: -1

No. 3
Formula: C3H6NO4
Source: OMol25
Level of theory: ωB97M-V with the def2-TZVPD basis set

The geometry in XYZ format:
```
14
Properties=species:S:1:pos:R:3:forces:R:3
O 1.398986 1.533108 -0.839939 0.3 0.1 0.3
C 0.991861 0.614480 -0.115790 2.0 1.5 -0.6
N -0.273078 0.204881 -0.300861 -1.4 -1.3 0.1
C -0.902678 -0.898282 0.557138 1.5 3.4 0.5
O -0.142184 -1.716931 0.997737 1.2 -2.2 0.0
O -2.015628 -0.528996 0.885903 -3.1 -0.5 -0.3
C 2.095240 0.079480 0.965225 -5.8 2.4 1.9
H -1.017737 0.798852 -0.822503 2.5 -0.8 1.5
H 2.564345 -0.715454 0.601225 1.9 -3.5 -1.4
H 1.550613 -0.147926 1.936239 0.6 -0.4 -1.3
H 2.759757 0.832464 1.276079 0.8 1.4 -0.6
H -2.646426 -0.259220 -1.045005 -0.5 1.1 -1.0
H -1.752483 -0.027784 -2.159954 2.1 -0.6 -1.3
O -2.610589 0.231330 -1.935495 -2.0 -0.6 2.2
```
Forces are in eV/Å.

- HOMO level: -5.02 eV
- Lowest unoccupied orbital energy: 3.959 eV
- Net charge: -1

No. 4
Formula: C3H6NO4S
Source: OMol25
Level of theory: ωB97M-V with the def2-TZVPD basis set

The geometry in XYZ format:
```
15
Properties=species:S:1:pos:R:3:forces:R:3
C -0.252536 0.593400 -1.386535 2.3 0.4 0.3
C 1.343372 -0.676402 0.266876 -2.1 -0.2 -2.8
C 0.203179 0.288203 0.059254 0.0 0.8 -0.7
N -0.002030 1.287159 1.040303 1.0 -1.0 -0.8
O -0.986399 2.030157 0.927591 -1.6 1.0 -0.6
O -1.117730 -2.269172 -0.187357 -0.5 0.3 -0.1
O 0.827467 1.405507 1.982593 0.9 -0.2 0.7
O -2.053991 -0.978462 1.702921 -0.6 0.1 2.1
S -1.679824 -0.976287 0.315869 0.3 -1.5 -1.6
H -0.148868 -0.278360 -2.002761 -0.6 -0.9 0.1
H 0.422690 1.262112 -1.962642 0.0 0.3 0.9
H -1.219475 1.007094 -1.380401 -1.1 0.4 -0.1
H 0.988828 -1.641674 -0.185205 0.3 0.6 1.0
H 2.084893 -0.380460 -0.470893 0.8 0.4 0.5
H 1.590424 -0.672815 1.280383 0.9 -0.3 1.3
```
Forces are in eV/Å.

- Multiplicity: 3
- HOMO level (spin up / spin down): -1.49 / -5.26 eV
- Lowest unoccupied orbital energy (spin up / spin down): 3.675 / 2.025 eV
- Net charge: -1

No. 5
Formula: C3H6NO5P
Source: OMol25
Level of theory: ωB97M-V with the def2-TZVPD basis set

The geometry in XYZ format:
```
16
Properties=species:S:1:pos:R:3:forces:R:3
C 1.184294 0.310375 1.556752 -1.7 -1.3 -3.3
C 0.526672 0.048268 -1.529116 0.5 -0.3 -0.5
C -0.038875 -0.352998 -0.219854 2.0 3.4 3.1
N -0.220114 -1.677916 -0.004972 -0.4 -2.8 0.2
O -0.261301 -2.180158 1.136020 0.0 0.4 -0.5
O -2.421412 0.679217 -0.994146 0.0 -0.1 -0.2
O -0.652764 2.273104 -0.056979 0.2 0.1 0.0
O -0.364062 -2.421533 -1.017643 0.1 0.5 0.5
O -1.957245 0.740862 1.531560 0.0 -0.1 0.3
P -1.477560 1.018001 0.135133 -0.6 0.1 0.1
H 0.465452 0.042164 2.297631 -0.3 -0.1 0.4
H 1.253991 1.345808 1.295727 0.0 0.4 0.0
H 2.060460 -0.307595 1.449551 0.3 -0.1 0.1
H 1.305915 -0.638498 -1.883717 0.0 0.0 0.0
H 0.898446 1.066006 -1.456922 0.0 0.0 0.1
H -0.301898 0.054894 -2.239028 0.0 0.0 -0.2
```
Forces are in eV/Å.

- HOMO level: -0.01 eV
- Lowest unoccupied orbital energy: 6.634 eV
- Net charge: -2

No. 6
Formula: C3H6NO5S2
Source: OMol25
Level of theory: ωB97M-V with the def2-TZVPD basis set

The geometry in XYZ format:
```
17
Properties=species:S:1:pos:R:3:forces:R:3
N 0.135876 -0.576473 -1.529979 -1.1 -0.6 0.2
C 0.104689 0.042844 -0.181204 -1.5 -2.7 0.1
C 1.043034 -0.617774 0.872251 -1.3 0.3 0.9
S 2.849695 -0.466501 0.749273 -0.7 2.3 -1.1
C 0.134051 1.509017 -0.091633 1.4 2.7 1.4
O 0.930319 2.056224 0.686631 -1.4 -0.5 -1.4
O -0.746082 2.261353 -0.788250 1.6 -0.5 0.6
S -1.723274 -0.528273 0.381290 0.5 0.2 -0.4
O -2.632411 0.268331 -0.405125 -0.2 0.7 -0.9
O -1.728691 -0.213525 1.772908 0.0 0.1 1.5
O -1.820884 -1.937808 0.038829 0.7 -0.3 0.0
H -0.550956 -1.426260 -1.617896 1.8 2.1 0.7
H 1.081474 -0.883562 -1.693054 0.2 -0.2 -0.3
H 0.731047 -1.620210 0.718280 0.4 -1.4 0.0
H 0.721198 -0.421674 1.933684 0.3 0.4 -1.3
H 2.675355 0.946504 0.457012 0.6 -2.0 0.6
H -1.204440 1.607780 -1.303022 -1.3 -0.5 -0.8
```
Forces are in eV/Å.

- HOMO level: -5.93 eV
- Lowest unoccupied orbital energy: 3.038 eV
- Net charge: -1
- SMILES string: N[C@@](CS)(C(=O)O)S(=O)(=O)[O-]

What did we get for largest force on an atom? Answer: 1.2 2.6 6.6 3.5 5.0 3.3 eV/A, in the order shown.